[1]
Molecular formula: C23H34N2O2
Method: DFT, wB97M-V/def2-TZVPD

Results
**Frontier orbital gap**: 9.36 eV
**ΔE to the lowest compared entry with this formula, charge and spin**: 0.0 kJ/mol
**SMILES**: Cc1ccc(C(C)(C)NC(=O)[C@@H]2CCC(=O)N(CC3CCCCC3)C2)cc1
**Charge**: 0
**M**: 370.54 u

Geometry as XYZ:
```
61
Properties=species:S:1:pos:R:3:forces:R:3:mulliken_charge:R:1
C 4.690 1.909 3.352 -0.029 -0.049 0.068 -1.5118
C 3.906 0.978 2.478 0.050 -0.033 -0.031 0.9521
C 4.358 -0.310 2.226 0.013 0.115 0.022 -1.0446
C 3.631 -1.185 1.439 -0.103 -0.006 -0.113 -0.6112
C 2.424 -0.796 0.879 0.062 0.090 0.061 -0.3616
C 1.584 -1.697 -0.014 0.102 -0.225 0.008 2.1863
C 1.683 -1.197 -1.457 -0.095 -0.082 0.167 -1.6680
C 1.997 -3.171 0.041 0.012 0.171 0.092 -2.3800
N 0.184 -1.591 0.407 0.274 0.146 -0.540 1.1103
C -0.236 -1.942 1.637 -0.752 0.159 0.188 0.1027
O 0.494 -2.385 2.500 0.230 -0.172 0.217 -0.6853
C -1.738 -1.784 1.898 -0.029 -0.026 0.086 0.2291
C -2.510 -3.009 1.401 0.159 0.008 -0.020 -1.0461
C -2.490 -3.068 -0.118 -0.191 -0.157 0.017 -0.5266
C -2.868 -1.767 -0.803 0.097 -0.469 -0.064 0.9968
O -3.262 -1.759 -1.955 -0.098 -0.111 -0.257 -0.6771
N -2.681 -0.615 -0.108 0.026 0.303 0.045 0.4082
C -3.147 0.632 -0.692 0.092 0.251 -0.244 -2.2139
C -2.009 1.564 -1.124 -0.457 -0.105 -0.190 2.2971
C -1.335 1.058 -2.400 0.290 0.055 0.296 -0.7327
C -0.203 1.991 -2.818 -0.193 -0.019 -0.233 -0.5614
C -0.737 3.400 -3.049 0.246 0.030 0.240 -0.9944
C -1.420 3.918 -1.787 -0.233 0.019 -0.250 -0.6257
C -2.543 2.978 -1.357 0.321 -0.001 0.271 -1.2289
C -2.373 -0.530 1.308 0.010 -0.041 0.426 -0.9976
C 1.972 0.495 1.129 0.061 -0.048 -0.025 0.0331
C 2.698 1.367 1.916 0.022 -0.002 -0.008 -1.1416
H 4.421 2.944 3.158 0.031 0.079 0.020 0.3632
H 4.485 1.694 4.401 0.042 0.061 0.086 0.2840
H 5.759 1.784 3.188 0.076 0.051 0.024 0.3895
H 5.294 -0.637 2.656 0.107 -0.032 0.044 0.3777
H 4.017 -2.178 1.275 0.015 -0.151 -0.018 0.4032
H 2.709 -1.285 -1.804 0.079 0.000 -0.005 0.4373
H 1.045 -1.790 -2.111 -0.088 -0.075 -0.099 0.4347
H 1.392 -0.153 -1.528 -0.049 0.144 -0.030 0.2341
H 2.993 -3.306 -0.371 0.131 -0.040 -0.056 0.4744
H 1.973 -3.526 1.067 0.048 -0.076 0.021 0.5121
H 1.300 -3.762 -0.551 -0.039 -0.018 -0.086 0.3931
H -0.468 -1.183 -0.244 -0.069 0.033 0.064 -0.6644
H -1.829 -1.730 2.988 0.082 0.050 -0.168 0.4138
H -2.072 -3.918 1.817 -0.069 0.005 0.044 0.4213
H -3.542 -2.940 1.754 0.003 -0.017 0.045 0.4238
H -1.494 -3.345 -0.473 -0.083 0.017 -0.050 -0.0098
H -3.179 -3.830 -0.487 0.057 0.101 -0.061 0.4332
H -3.753 0.373 -1.563 0.005 0.105 0.124 0.4609
H -3.783 1.140 0.042 0.009 -0.044 0.015 0.2926
H -1.261 1.609 -0.322 0.048 0.005 0.046 -0.4818
H -2.079 1.011 -3.198 -0.088 -0.075 -0.048 0.3689
H -0.959 0.045 -2.252 -0.040 -0.111 -0.043 0.0795
H 0.269 1.616 -3.728 0.091 -0.023 0.028 0.4246
H 0.560 2.023 -2.035 0.086 -0.030 0.023 0.1829
H 0.079 4.069 -3.330 -0.033 0.026 -0.083 0.3851
H -1.457 3.385 -3.870 -0.026 0.030 -0.092 0.3546
H -1.825 4.917 -1.964 0.048 0.049 0.065 0.3801
H -0.684 3.995 -0.983 0.034 0.048 0.057 0.3152
H -3.309 2.946 -2.135 -0.119 -0.002 -0.047 0.3462
H -3.010 3.354 -0.444 -0.098 -0.014 -0.001 0.3878
H -3.307 -0.323 1.854 0.132 0.011 -0.013 0.5570
H -1.710 0.328 1.464 -0.075 -0.032 -0.003 0.3801
H 1.033 0.825 0.707 -0.109 0.022 -0.049 0.5540
H 2.322 2.365 2.096 -0.023 0.104 0.016 0.3836
```
Forces are in eV/Å.

[2]
Molecular formula: C21H14BrIrN5OS
Method: DFT, wB97M-V/def2-TZVPD

Results
**Frontier orbital gap (spin up / spin down)**: 6.39 / 4.98 eV
**ΔE to the lowest compared entry with this formula, charge and spin**: 0.0 kJ/mol
**Spin multiplicity**: 6
**Charge**: +2
**M**: 656.57 u

Geometry as XYZ:
```
44
Properties=species:S:1:pos:R:3:forces:R:3:mulliken_spin:R:1
Ir 0.018 0.069 -0.021 -0.330 0.171 -0.074 1.4995
N -9.093 -3.475 3.196 -0.419 -0.147 0.149 0.1955
C -8.069 -3.115 2.816 0.308 0.070 -0.128 -0.0031
C -6.811 -2.665 2.357 0.099 0.040 -0.031 0.2127
C -6.748 -1.720 1.301 0.059 0.065 -0.034 0.0123
C -5.538 -1.234 0.907 -0.102 0.135 0.193 0.1313
C -4.325 -1.700 1.507 -0.036 -0.038 0.014 0.0602
C -4.417 -2.683 2.546 -0.072 -0.235 -0.200 0.1406
C -5.627 -3.145 2.970 0.087 0.026 0.014 0.0026
C -3.051 -1.191 1.079 0.012 -0.043 -0.069 0.3989
C -2.849 0.224 1.114 0.045 0.143 -0.315 0.2905
C -3.806 1.220 1.568 0.112 0.079 -0.044 0.1809
C -3.157 2.423 1.599 -0.029 -0.107 0.022 0.0227
C -1.845 2.180 1.167 -0.042 -0.062 0.113 0.3877
N -1.667 0.846 0.860 0.044 -0.143 0.007 -0.0071
C -2.023 -2.129 0.704 0.296 0.005 0.194 0.2916
C -2.143 -3.579 0.685 0.103 0.065 -0.043 0.1423
C -0.965 -4.079 0.215 -0.037 0.088 0.002 0.0555
C -0.137 -2.971 -0.052 -0.112 -0.091 0.019 0.3916
N -0.796 -1.793 0.241 -0.129 0.075 0.041 0.0108
H -7.666 -1.406 0.825 0.003 0.033 -0.023 0.0003
H -5.474 -0.515 0.103 -0.028 0.008 -0.053 -0.0064
H -3.507 -3.028 3.013 0.023 -0.013 0.068 -0.0096
H -5.707 -3.861 3.776 0.034 0.020 0.026 0.0001
H -4.828 1.029 1.835 -0.066 -0.006 0.085 -0.0028
H -3.550 3.376 1.904 -0.034 0.048 -0.002 0.0046
H -1.039 2.887 1.082 0.019 0.021 -0.031 0.0500
H -3.013 -4.137 0.973 -0.095 -0.072 0.016 -0.0090
H -0.692 -5.109 0.065 -0.004 -0.046 0.001 0.0037
H 0.873 -2.974 -0.423 0.052 0.007 0.016 0.0526
O 3.163 -2.561 -1.092 0.102 -0.068 0.182 0.0315
S 2.838 -1.199 -1.429 -0.081 -0.022 -0.291 0.0169
N 1.594 -0.646 -0.798 0.042 0.093 -0.001 0.4082
Br -0.929 1.964 -2.382 0.037 -0.197 0.069 0.0620
C 0.393 2.731 -1.287 0.105 0.174 -0.012 -0.0109
C 0.886 3.997 -1.541 -0.043 -0.115 0.021 0.0011
C 1.871 4.490 -0.700 0.009 -0.020 0.017 0.0021
C 2.330 3.706 0.352 -0.040 -0.042 -0.011 0.0015
C 1.782 2.456 0.537 0.003 0.100 -0.017 -0.0021
N 0.815 1.977 -0.269 0.078 -0.037 0.111 -0.0047
H 0.509 4.569 -2.375 -0.007 0.014 -0.025 -0.0005
H 2.280 5.476 -0.869 0.012 0.023 -0.004 0.0003
H 3.101 4.056 1.022 0.019 0.010 0.010 0.0004
H 2.101 1.804 1.338 0.004 -0.008 0.017 -0.0062
```
Forces are in eV/Å.

[3]
Molecular formula: C19H28N4O4S
Method: DFT, wB97M-V/def2-TZVPD

Results
**Frontier orbital gap**: 8.93 eV
**ΔE to the lowest compared entry with this formula, charge and spin**: 20.9 kJ/mol
**SMILES**: O=C(CN1CCN(S(=O)(=O)c2ccccc2)CC1)NC(=O)NC1CCCCC1
**Charge**: 0
**M**: 408.52 u

Geometry as XYZ:
```
56
Properties=species:S:1:pos:R:3:forces:R:3:mulliken_charge:R:1
O 1.625 2.387 1.120 -0.003 0.023 0.329 -0.7114
C 1.262 2.767 0.022 -0.022 0.303 -0.134 0.9019
C 0.151 3.800 -0.164 -0.173 0.039 0.070 -1.2629
N -1.197 3.272 -0.140 0.176 0.106 0.001 0.1817
C -1.750 2.907 1.152 0.038 -0.165 0.186 -0.7082
C -1.395 1.481 1.588 -0.134 0.365 0.520 -0.9347
N -1.745 0.518 0.560 -1.038 -0.414 0.119 0.0964
S -3.348 0.021 0.523 0.408 -0.291 -0.055 1.4361
O -4.119 0.732 -0.463 0.118 -0.191 -0.146 -0.6789
O -3.827 0.010 1.873 0.175 -0.072 0.167 -0.7626
C -3.113 -1.662 -0.039 -0.107 0.517 0.024 -0.0337
C -2.332 -2.501 0.731 0.070 -0.146 0.109 -0.2856
C -2.126 -3.805 0.313 -0.001 0.101 0.099 -0.7158
C -2.704 -4.251 -0.867 -0.045 -0.009 -0.080 -0.3293
C -3.489 -3.401 -1.630 0.011 -0.043 0.026 -0.6302
C -3.695 -2.095 -1.214 -0.116 0.163 -0.060 -0.1629
C -1.213 0.843 -0.747 0.116 0.129 -0.534 -0.5219
C -1.546 2.291 -1.148 -0.136 -0.167 -0.095 -1.0626
N 1.773 2.283 -1.144 0.090 0.007 -0.372 -0.0770
C 2.639 1.170 -1.352 -0.200 0.290 0.228 0.4447
O 2.849 0.813 -2.489 0.078 -0.132 -0.475 -0.6912
N 3.125 0.624 -0.236 0.081 -0.069 0.454 -0.0299
C 3.948 -0.568 -0.235 0.009 -0.056 0.066 -0.4069
C 3.197 -1.727 0.425 0.141 -0.108 -0.378 -0.6984
C 4.065 -2.982 0.437 -0.059 0.071 0.330 -0.7939
C 5.379 -2.717 1.166 0.085 -0.112 -0.310 -0.6500
C 6.126 -1.561 0.509 -0.069 0.066 0.335 -0.6669
C 5.263 -0.303 0.498 0.067 -0.144 -0.380 -0.7065
H 0.231 4.526 0.649 0.126 -0.057 -0.101 0.4094
H 0.286 4.323 -1.116 0.073 0.004 0.039 0.4007
H -1.412 3.624 1.901 -0.052 0.013 0.021 0.4542
H -2.840 2.975 1.060 0.014 0.048 0.111 0.3375
H -1.962 1.207 2.478 0.161 0.125 0.097 0.5298
H -0.326 1.388 1.795 -0.155 -0.039 -0.022 0.3498
H -1.903 -2.120 1.644 0.128 -0.042 0.133 0.4051
H -1.519 -4.473 0.904 0.048 -0.039 0.060 0.4065
H -2.544 -5.268 -1.191 0.019 -0.079 -0.030 0.3872
H -3.938 -3.753 -2.546 -0.037 -0.015 -0.072 0.3918
H -4.301 -1.403 -1.779 -0.069 0.033 -0.117 0.4852
H -1.659 0.150 -1.462 0.199 0.027 -0.170 0.6324
H -0.133 0.667 -0.720 -0.120 -0.062 -0.035 -0.0672
H -1.058 2.545 -2.091 -0.023 -0.002 -0.049 0.4534
H -2.631 2.348 -1.287 0.146 -0.008 -0.132 0.4651
H 1.432 2.664 -2.017 0.063 -0.091 0.145 0.2821
H 2.843 1.025 0.653 -0.054 0.070 -0.188 0.3722
H 4.148 -0.808 -1.284 0.008 -0.012 0.136 0.4066
H 2.268 -1.916 -0.116 -0.051 0.069 0.034 0.3641
H 2.941 -1.447 1.450 -0.062 0.043 0.075 0.2930
H 3.526 -3.798 0.923 -0.010 -0.057 -0.080 0.3473
H 4.275 -3.285 -0.591 -0.012 -0.076 -0.065 0.3515
H 5.999 -3.615 1.152 0.011 -0.020 0.092 0.3215
H 5.171 -2.470 2.210 0.011 -0.021 0.093 0.3128
H 7.055 -1.364 1.047 0.058 -0.006 -0.078 0.3491
H 6.382 -1.831 -0.517 0.077 -0.013 -0.061 0.3305
H 5.794 0.515 0.009 -0.045 0.074 0.039 0.3727
H 5.043 0.002 1.524 -0.014 0.071 0.083 0.3161
```
Forces are in eV/Å.

[4]
Molecular formula: C18H25N2O5S
Method: DFT, wB97M-V/def2-TZVPD

Results
**Frontier orbital gap (spin up / spin down)**: 8.06 / 8.86 eV
**ΔE to the lowest compared entry with this formula, charge and spin**: 73.0 kJ/mol
**Spin multiplicity**: 2
**Charge**: 0
**M**: 381.47 u

Geometry as XYZ:
```
51
Properties=species:S:1:pos:R:3:forces:R:3:mulliken_spin:R:1
O -1.402 -2.681 1.613 0.767 -0.055 -0.305 0.0000
C -0.286 -3.020 1.306 -0.051 -0.399 -0.440 0.0028
N 0.749 -3.310 2.225 0.268 1.196 0.574 -0.0001
C 1.993 -3.535 1.611 0.297 -0.139 -0.840 0.0000
O 3.069 -3.605 2.154 -0.919 0.070 -0.288 0.0000
C 1.662 -3.618 0.132 -0.372 0.084 1.154 -0.0002
C 2.444 -3.942 -0.925 1.733 -0.517 -0.060 0.0001
C 1.920 -3.938 -2.200 0.155 -0.038 -0.454 -0.0001
C 2.746 -4.332 -3.398 -0.909 0.265 0.213 0.0000
S 3.880 -3.038 -3.960 1.692 -0.893 0.381 0.0000
O 4.064 -2.023 -2.973 -1.050 0.535 0.021 0.0000
O 5.084 -3.713 -4.358 -0.152 -0.347 -0.688 0.0000
C 0.602 -3.578 -2.360 -0.709 0.132 -1.012 -0.0003
C -0.204 -3.246 -1.298 -1.094 0.297 0.115 -0.0022
C 0.331 -3.287 -0.048 -0.087 0.135 1.108 0.0010
H 0.798 -2.637 2.984 -0.200 -0.605 0.489 0.0000
H 3.482 -4.219 -0.766 -0.054 0.070 0.011 0.0000
H 3.332 -5.226 -3.183 0.293 0.264 -0.192 0.0000
H 2.054 -4.551 -4.218 0.327 -0.017 -0.108 0.0000
H 3.313 -2.570 -5.116 -0.220 0.106 0.462 0.0000
H 0.142 -3.555 -3.343 0.230 -0.050 -0.043 0.0000
H -1.239 -2.955 -1.435 0.056 -0.053 -0.079 -0.0001
C -3.287 2.914 1.841 -0.033 0.300 -0.138 0.0121
C -2.241 1.833 1.440 -1.640 0.625 1.124 0.0229
C -1.117 1.756 2.484 0.629 0.110 -0.106 0.0244
C -0.081 2.874 2.386 -0.065 -0.034 0.006 -0.0212
C 0.443 2.989 0.959 0.028 -0.379 0.425 0.0215
C -0.684 3.179 -0.058 0.050 1.965 -0.402 0.0191
N -1.733 2.123 0.066 1.976 -1.720 0.610 0.3740
O -1.268 1.023 -0.448 -0.551 0.132 -0.531 0.5579
C -1.290 4.584 0.134 -0.233 0.067 0.284 0.0136
C -0.093 3.212 -1.467 -0.028 -0.600 -0.247 -0.0094
C -3.000 0.507 1.504 0.288 -0.427 -0.565 -0.0168
H -3.472 3.631 1.043 0.119 0.000 0.001 -0.0089
H -4.262 2.469 2.041 0.108 -0.140 0.109 -0.0003
H -2.992 3.467 2.734 0.031 0.050 -0.048 0.0001
H -0.591 0.802 2.379 -0.084 -0.034 -0.162 0.0024
H -1.551 1.754 3.486 -0.190 -0.051 -0.100 0.0014
H -0.508 3.822 2.724 -0.012 0.009 -0.063 0.0003
H 0.748 2.658 3.064 -0.023 0.015 0.010 0.0018
H 1.146 3.822 0.893 -0.107 0.069 -0.171 0.0001
H 1.016 2.088 0.717 -0.132 -0.049 -0.095 0.0051
H -2.126 4.746 -0.549 0.000 -0.051 0.002 -0.0085
H -0.540 5.347 -0.078 0.089 -0.125 -0.069 0.0005
H -1.637 4.776 1.147 -0.049 -0.049 -0.029 0.0006
H 0.481 2.316 -1.699 -0.128 -0.066 0.043 0.0002
H 0.585 4.059 -1.569 -0.077 0.070 0.171 0.0003
H -0.878 3.320 -2.218 -0.016 -0.039 0.030 0.0002
H -3.787 0.465 0.749 0.024 0.034 -0.008 -0.0036
H -3.467 0.392 2.483 0.038 0.236 0.038 0.0006
H -2.346 -0.352 1.368 -0.008 0.040 -0.139 0.0090
```
Forces are in eV/Å.

[5]
Molecular formula: C6H14OSi
Method: DFT, wB97M-V/def2-TZVPD

Results
**Frontier orbital gap**: 10.09 eV
**ΔE to the lowest compared entry with this formula, charge and spin**: 46.5 kJ/mol
**SMILES**: C=C(C)O[Si](C)(C)C
**Charge**: 0
**M**: 130.26 u

Geometry as XYZ:
```
22
Properties=species:S:1:pos:R:3:forces:R:3:mulliken_charge:R:1
C 2.086 2.001 -1.203 0.035 -0.040 -0.020 -0.9693
C 0.899 1.539 -0.872 -0.328 -3.104 0.739 0.8169
C -0.370 2.289 -0.708 0.057 -0.130 -0.067 -1.0053
O 0.785 0.069 -0.624 0.787 3.687 -1.154 -0.3101
Si -0.163 -0.903 0.272 -0.665 -1.008 0.777 0.3893
C -0.175 -0.413 2.117 0.075 -0.035 -0.802 -1.0426
C 0.706 -2.579 0.033 -0.442 0.464 0.207 -1.1516
C -1.969 -1.002 -0.348 0.744 0.138 0.111 -1.0895
H 2.938 1.352 -1.282 0.133 -0.206 0.004 0.2947
H 2.231 3.047 -1.407 -0.088 0.210 -0.030 0.2693
H -1.125 1.894 -1.383 -0.110 0.001 -0.073 0.2483
H -0.736 2.178 0.309 -0.108 0.048 0.142 0.2296
H -0.213 3.341 -0.922 -0.013 0.109 0.007 0.3595
H -0.679 -1.162 2.718 -0.162 -0.243 0.062 0.3579
H 0.837 -0.318 2.496 0.255 0.009 0.027 0.3032
H -0.678 0.533 2.293 -0.132 0.209 -0.013 0.3220
H 1.592 -2.470 -0.585 0.119 0.135 -0.107 0.2874
H 1.016 -3.004 0.982 0.056 -0.085 0.224 0.3437
H 0.055 -3.300 -0.449 -0.164 -0.152 -0.099 0.3478
H -2.402 -0.025 -0.535 -0.050 0.229 0.027 0.3107
H -2.029 -1.563 -1.276 0.062 -0.097 -0.193 0.3222
H -2.604 -1.503 0.374 -0.062 -0.137 0.229 0.3660
```
Forces are in eV/Å.